# 1
Below is 2 unconnected molecules or ions with the total composition CHNO3 in a non-equilibrium geometry, with properties calculated with wB97M-V/def2-TZVPD.

LUMO: -0.682 eV
Spin multiplicity: 1
E_HOMO: -9.8 eV
Strongest force on any atom: 3.43 eV/Å
Energy relative to the best compared isomer or geometry (same formula, charge and spin): 26.5 kJ/mol
Calculated total energy: -8683.410 eV
Net charge: 0

Geometry as XYZ:
```
6
CHNO3 wB97M-V/def2-TZVPD
O -1.6693 -1.7678 -0.2367
C -1.5883 -0.6644 0.0627
O -1.5570 0.4336 0.3588
N 1.3227 0.8113 0.2137
O 1.8355 -0.3051 0.2271
H 1.6563 1.4923 -0.6256
```



# 2
Below is a molecular structure, C25H31Cl18FN2OS in a non-equilibrium geometry, with properties calculated with wB97M-V/def2-TZVPD.

LUMO: -0.406 eV
Spin multiplicity: 1
E_HOMO: -8.4 eV
Strongest force on any atom: 3.10 eV/Å
Calculated total energy: -270410.996 eV
Net charge: 0

Geometry as XYZ:
```
79
C25H31Cl18FN2OS wB97M-V/def2-TZVPD
C 3.1838 3.2427 -0.4500
C 1.8369 3.4479 -1.1522
C 0.6885 3.6280 -0.3254
C -0.5578 3.7965 -0.9234
C -0.7779 3.7810 -2.3203
C -2.1953 3.9250 -2.9303
C -3.2217 3.3123 -1.9398
C -4.3268 4.0363 -1.5569
C -5.2888 3.4742 -0.5823
C -5.1272 2.2323 -0.0408
C -6.1176 1.6077 0.9700
C -7.4109 2.4228 1.0701
O -7.5978 3.1895 1.9703
F -8.3074 2.2435 0.0586
C -3.9952 1.3973 -0.4154
N -3.6722 0.1940 0.0008
S -2.2511 -0.2311 -0.7573
N -2.0757 1.1258 -1.6247
C -3.0526 1.9863 -1.3909
C 0.3572 3.6125 -3.1320
C 1.6337 3.4603 -2.5338
H 3.4400 4.1966 0.0575
H 3.9918 2.8737 -1.1061
H 3.0094 2.5158 0.3721
H 0.8206 3.6124 0.7645
H -1.4298 3.9119 -0.2615
H -2.2711 3.3596 -3.8740
H -2.4598 4.9923 -3.0194
H -4.4512 5.0305 -1.9983
H -6.1321 4.1143 -0.2969
H -5.6481 1.5136 1.9664
H -6.2969 0.5767 0.5995
H 0.2768 3.5852 -4.2254
H 2.4942 3.3462 -3.2066
C 6.8611 1.6393 -2.7787
Cl 6.7311 0.1518 -1.8384
Cl 5.3416 2.5474 -2.7668
H 7.6428 2.2587 -2.3502
H 7.1099 1.3855 -3.8039
C 0.6363 -2.6975 0.7138
Cl 0.5184 -1.1062 -0.0489
Cl 1.6352 -3.7976 -0.2496
H 1.0892 -2.5824 1.6938
H -0.3508 -3.1190 0.8111
C 0.7099 -6.6889 -2.9761
Cl -1.0237 -6.7421 -3.3177
Cl 1.3676 -8.3123 -2.7119
H 1.2193 -6.2371 -3.8206
H 0.8724 -6.0945 -2.0831
C 10.5507 -0.8928 -0.3879
Cl 9.8727 0.7368 -0.4968
Cl 9.3011 -2.1317 -0.5517
H 11.2783 -1.0225 -1.1822
H 11.0316 -1.0065 0.5779
C -3.7027 -3.3945 1.8084
Cl -2.6859 -2.4180 0.7338
Cl -5.1337 -3.9999 0.9699
H -3.1229 -4.2371 2.1674
H -4.0189 -2.7784 2.6446
C 0.1728 -0.5882 4.1433
Cl 1.2045 0.3990 3.1059
Cl -1.2388 -1.2046 3.2677
H 0.7501 -1.4307 4.5127
H -0.1704 0.0190 4.9748
C -3.0584 2.9304 3.0646
Cl -2.5527 2.2040 1.5360
Cl -1.6979 3.1126 4.1867
H -3.4804 3.9105 2.8641
H -3.8059 2.2919 3.5250
C 5.1997 -5.2356 -2.0680
Cl 3.6708 -6.0076 -2.5108
Cl 5.2174 -3.5250 -2.5110
H 5.3354 -5.3210 -0.9947
H 6.0084 -5.7406 -2.5858
C -2.4393 -4.9863 5.5372
Cl -1.4393 -3.9853 4.4728
Cl -3.8564 -5.6144 4.6878
H -1.8464 -5.8214 5.8956
H -2.7718 -4.3810 6.3741
```



# 3
Below is 2 unconnected molecules or ions with the total composition C3H13N2O in a non-equilibrium geometry, with properties calculated with wB97M-V/def2-TZVPD.

LUMO: -3.177 eV
Spin multiplicity: 1
E_HOMO: -13.5 eV
Strongest force on any atom: 2.12 eV/Å
Energy relative to the best compared isomer or geometry (same formula, charge and spin): 116.3 kJ/mol
Calculated total energy: -8342.777 eV
Net charge: +1

Geometry as XYZ:
```
19
C3H13N2O wB97M-V/def2-TZVPD
C -1.2225 -0.7983 -0.8422
N -2.2107 0.1407 -1.2614
C -0.6820 -0.4765 0.5996
N -0.3763 0.9901 0.6825
C 0.8345 1.4418 -0.0708
H -1.5184 -1.8500 -0.8690
H -0.2882 -0.7148 -1.4043
H -2.6240 0.7104 -0.5368
H -3.0214 -0.1418 -1.7946
H -1.4609 -0.7020 1.3238
H 0.2019 -1.0696 0.8132
H -0.2010 1.1829 1.6685
H -1.1840 1.5295 0.3762
H 1.5810 0.6593 0.0651
H 0.6778 1.4044 -1.1519
H 1.1629 2.3959 0.3200
H 3.8993 -1.1973 1.2342
H 3.3002 -2.1552 0.1818
O 3.1318 -1.3493 0.6659
```



# 4
Below is 2 unconnected molecules or ions with the total composition C4H7NO, with properties calculated with wB97M-V/def2-TZVPD.

LUMO: 0.425 eV
Spin multiplicity: 1
E_HOMO: -8.0 eV
Strongest force on any atom: 0.32 eV/Å
Energy relative to the best compared isomer or geometry (same formula, charge and spin): 508.8 kJ/mol
Calculated total energy: -7794.371 eV
Net charge: 0

Geometry as XYZ:
```
13
C4H7NO wB97M-V/def2-TZVPD
O -2.6169 -0.6180 1.6600
C -1.4671 -0.5513 1.2638
C -0.9399 0.4882 0.4212
N 0.3393 0.4405 0.0758
C 1.4075 0.8202 -0.5238
C 1.5399 -0.3857 0.2977
H -0.7179 -1.3303 1.5430
H -1.5343 1.3208 0.0664
H -0.9781 -0.1257 -2.2998
H 1.7880 1.6518 -1.0903
H -0.2944 0.0147 -2.5642
H 1.5208 -1.3779 -0.1593
H 1.9531 -0.3473 1.3095
```



# 5
Below is a molecular structure, C2H2N2O2S, with properties calculated with wB97M-V/def2-TZVPD.

LUMO: 0.587 eV
Spin multiplicity: 1
E_HOMO: -9.7 eV
Strongest force on any atom: 0.82 eV/Å
Energy relative to the best compared isomer or geometry (same formula, charge and spin): 76.8 kJ/mol
Calculated total energy: -20015.553 eV
Net charge: 0

Geometry as XYZ:
```
9
C2H2N2O2S wB97M-V/def2-TZVPD
C -1.0765 -0.2760 -0.0017
C 0.9620 -0.1603 -0.0048
H -2.9610 -0.1172 0.0008
H 3.0120 0.8152 0.0176
N -0.8783 1.0116 -0.0076
N 0.0313 -1.0685 -0.0021
O -2.2880 -0.8320 -0.0001
O 0.5139 1.0863 0.0011
S 2.6847 -0.4591 -0.0031
```



# 6
Below is 13 unconnected molecules or ions with the total composition C35H51N14O3 in a non-equilibrium geometry, with properties calculated with wB97M-V/def2-TZVPD.

LUMO: -4.209 eV
Spin multiplicity: 1
E_HOMO: -8.1 eV
Strongest force on any atom: 16.33 eV/Å
Energy relative to the best compared isomer or geometry (same formula, charge and spin): 1254.5 kJ/mol
Calculated total energy: -64091.636 eV
Net charge: +1

Geometry as XYZ:
```
103
C35H51N14O3 wB97M-V/def2-TZVPD
O -1.1127 -0.2535 3.3143
C -0.7490 -1.3153 2.5487
O -0.4062 -2.6278 3.1271
C -0.7012 -0.9921 0.9093
C -2.0032 -1.1939 -0.0890
C -1.7663 -0.7734 -1.6832
N -0.4115 -0.2511 -2.2034
C 0.7964 -0.0793 -1.2939
C 2.2761 0.4956 -1.8138
C 2.1902 1.2264 -3.2803
C 1.6446 2.7727 -3.2141
O 0.9471 3.1086 -1.9390
C 0.7368 -0.4460 0.3348
H 0.5600 -2.5941 3.4186
H -3.0442 -1.6101 0.2984
H -2.6513 -0.8515 -2.4617
H -0.3547 -0.0165 -3.2235
H 3.0740 -0.3691 -1.7649
H 2.6083 1.2876 -0.9886
H 3.2970 1.2660 -3.7020
H 1.5559 0.6239 -4.0599
H 0.9084 2.9126 -4.1304
H 2.5531 3.5304 -3.3061
H 0.8525 4.1173 -1.9850
H 1.6755 -0.3190 1.0286
C -2.0687 1.4008 -5.6668
C -0.8959 1.0436 -6.5654
N 0.0770 0.7473 -7.3108
H -1.7645 2.1596 -4.9407
H -2.8931 1.7937 -6.2683
H -2.4116 0.5117 -5.1303
C -1.1221 7.1003 -2.1053
C -0.5483 6.1796 -3.1701
N -0.0724 5.4159 -4.0533
H -1.5128 6.5092 -1.2725
H -0.3424 7.7699 -1.7320
H -1.9334 7.6992 -2.5283
C 2.4355 0.6496 5.3494
C 2.5362 -0.1700 4.0732
N 2.6198 -0.8498 3.0145
H 2.8059 1.6629 5.1719
H 1.3934 0.7035 5.6765
H 3.0330 0.1851 6.1388
C -1.6567 2.7359 3.4198
C -2.4859 3.8454 2.7936
N -3.1737 4.7657 2.2742
H -0.5982 3.0098 3.4084
H -1.9715 2.5738 4.4544
H -1.7904 1.8078 2.8572
C 5.8444 -1.5729 -4.9651
C 5.6770 -0.4239 -3.9841
N 5.5381 0.5293 -3.1704
H 6.8195 -1.5056 -5.4552
H 5.7768 -2.5275 -4.4360
H 5.0598 -1.5310 -5.7257
C 2.3798 -4.4019 2.8544
C 2.7881 -5.6697 2.1219
N 3.1268 -6.7213 1.5142
H 3.1481 -3.6343 2.7277
H 1.4335 -4.0282 2.4537
H 2.2574 -4.6106 3.9208
C 5.2057 2.5247 0.6267
C 5.3065 1.7051 -0.6496
N 5.3901 1.0253 -1.7082
H 5.5762 3.5380 0.4492
H 4.1637 2.5786 0.9538
H 5.8032 2.0602 1.4160
C 2.8230 -7.2435 -2.1041
C 3.9359 -7.1390 -3.1343
N 4.8590 -7.0524 -3.9888
H 1.9786 -6.6163 -2.4027
H 2.4856 -8.2805 -2.0238
H 3.1863 -6.9105 -1.1279
C -6.7426 4.6541 3.0463
C -8.2443 4.6944 2.8140
N -9.4899 4.7278 2.6213
H -6.3492 3.6715 2.7721
H -6.2505 5.4174 2.4371
H -6.5232 4.8440 4.1006
C -6.5082 -1.6345 -0.7295
C -5.3953 -1.5300 -1.7596
N -4.4722 -1.4434 -2.6141
H -7.3526 -1.0073 -1.0281
H -6.8457 -2.6715 -0.6491
H -6.1449 -1.3015 0.2467
C 0.7034 -5.2080 -5.1739
C 0.3612 -4.9072 -3.7237
N 0.0772 -4.6576 -2.5208
H 1.6076 -4.6657 -5.4637
H 0.8748 -6.2804 -5.3017
H -0.1206 -4.8992 -5.8231
C -5.2061 7.8016 6.2070
C -4.7978 6.5338 5.4745
N -4.4591 5.4822 4.8669
H -4.4378 8.5692 6.0803
H -6.1524 8.1753 5.8063
H -5.3285 7.5929 7.2735
C 1.1416 -7.5592 5.5158
C 0.9742 -6.4101 6.4968
N 0.8354 -5.4570 7.3105
H 2.1167 -7.4918 5.0257
H 1.0741 -8.5138 6.0448
H 0.3571 -7.5172 4.7552
```



- Which value of LUMO does entry 4 give?
  0.425 eV



Copy entry 2 word for word.
Below is a molecular structure, C25H31Cl18FN2OS in a non-equilibrium geometry, with properties calculated with wB97M-V/def2-TZVPD.

LUMO: -0.406 eV
Spin multiplicity: 1
E_HOMO: -8.4 eV
Strongest force on any atom: 3.10 eV/Å
Calculated total energy: -270410.996 eV
Net charge: 0

Geometry as XYZ:
```
79
C25H31Cl18FN2OS wB97M-V/def2-TZVPD
C 3.1838 3.2427 -0.4500
C 1.8369 3.4479 -1.1522
C 0.6885 3.6280 -0.3254
C -0.5578 3.7965 -0.9234
C -0.7779 3.7810 -2.3203
C -2.1953 3.9250 -2.9303
C -3.2217 3.3123 -1.9398
C -4.3268 4.0363 -1.5569
C -5.2888 3.4742 -0.5823
C -5.1272 2.2323 -0.0408
C -6.1176 1.6077 0.9700
C -7.4109 2.4228 1.0701
O -7.5978 3.1895 1.9703
F -8.3074 2.2435 0.0586
C -3.9952 1.3973 -0.4154
N -3.6722 0.1940 0.0008
S -2.2511 -0.2311 -0.7573
N -2.0757 1.1258 -1.6247
C -3.0526 1.9863 -1.3909
C 0.3572 3.6125 -3.1320
C 1.6337 3.4603 -2.5338
H 3.4400 4.1966 0.0575
H 3.9918 2.8737 -1.1061
H 3.0094 2.5158 0.3721
H 0.8206 3.6124 0.7645
H -1.4298 3.9119 -0.2615
H -2.2711 3.3596 -3.8740
H -2.4598 4.9923 -3.0194
H -4.4512 5.0305 -1.9983
H -6.1321 4.1143 -0.2969
H -5.6481 1.5136 1.9664
H -6.2969 0.5767 0.5995
H 0.2768 3.5852 -4.2254
H 2.4942 3.3462 -3.2066
C 6.8611 1.6393 -2.7787
Cl 6.7311 0.1518 -1.8384
Cl 5.3416 2.5474 -2.7668
H 7.6428 2.2587 -2.3502
H 7.1099 1.3855 -3.8039
C 0.6363 -2.6975 0.7138
Cl 0.5184 -1.1062 -0.0489
Cl 1.6352 -3.7976 -0.2496
H 1.0892 -2.5824 1.6938
H -0.3508 -3.1190 0.8111
C 0.7099 -6.6889 -2.9761
Cl -1.0237 -6.7421 -3.3177
Cl 1.3676 -8.3123 -2.7119
H 1.2193 -6.2371 -3.8206
H 0.8724 -6.0945 -2.0831
C 10.5507 -0.8928 -0.3879
Cl 9.8727 0.7368 -0.4968
Cl 9.3011 -2.1317 -0.5517
H 11.2783 -1.0225 -1.1822
H 11.0316 -1.0065 0.5779
C -3.7027 -3.3945 1.8084
Cl -2.6859 -2.4180 0.7338
Cl -5.1337 -3.9999 0.9699
H -3.1229 -4.2371 2.1674
H -4.0189 -2.7784 2.6446
C 0.1728 -0.5882 4.1433
Cl 1.2045 0.3990 3.1059
Cl -1.2388 -1.2046 3.2677
H 0.7501 -1.4307 4.5127
H -0.1704 0.0190 4.9748
C -3.0584 2.9304 3.0646
Cl -2.5527 2.2040 1.5360
Cl -1.6979 3.1126 4.1867
H -3.4804 3.9105 2.8641
H -3.8059 2.2919 3.5250
C 5.1997 -5.2356 -2.0680
Cl 3.6708 -6.0076 -2.5108
Cl 5.2174 -3.5250 -2.5110
H 5.3354 -5.3210 -0.9947
H 6.0084 -5.7406 -2.5858
C -2.4393 -4.9863 5.5372
Cl -1.4393 -3.9853 4.4728
Cl -3.8564 -5.6144 4.6878
H -1.8464 -5.8214 5.8956
H -2.7718 -4.3810 6.3741
```



- Which value of calculated total energy does entry 2 give?
  -270410.996 eV